## P
Formula: C4H7NO
Source: OMol25
Level of theory: ωB97M-V/def2-TZVPD

Values from the calculation:
Molar mass (g mol⁻¹): 85.106
Gap between HOMO and LUMO (eV): 10.4
E_LUMO (Eh): 0.025
Multiplicity: 1
SMILES: [H]/N=C(/C)O.C#C

Bonds (Å) are listed after each position.
Positions of all 13 atoms, in Å:
1 C -1.572 0.937 0.925  C4 1.229, H10 1.066
2 H 1.565 0.403 -1.533  C7 1.090
3 H 0.021 -2.625 -0.143  N11 1.016
4 C -0.563 1.069 1.614  C1 1.229, H6 1.061
5 H 0.175 1.347 -1.033  C7 1.087
6 H 0.334 1.286 2.137  C4 1.061
7 C 0.486 0.368 -1.386  H2 1.090, H5 1.087, C8 1.501, H12 1.087
8 C 0.093 -0.689 -0.395  C7 1.501, O9 1.510, N11 1.266
9 O 0.898 -0.478 0.865  C8 1.510, H13 0.968
10 H -2.526 1.408 0.869  C1 1.066
11 N -0.064 -1.871 -0.819  H3 1.016, C8 1.266
12 H -0.009 0.178 -2.335  C7 1.087
13 H 1.163 -1.333 1.233  O9 0.968

These are the Mulliken partial charges, in e, on atoms 1 to 4: number 1, C, carries -0.794; number 2, H, carries 0.262; number 3, H, carries 0.236; number 4, C, carries 0.056

## Q
Formula: C4H7NO
Source: OMol25
Level of theory: ωB97M-V/def2-TZVPD

Values from the calculation:
Molar mass (g mol⁻¹): 85.106
Gap between HOMO and LUMO (eV): 9.7
E_LUMO (Eh): 0.020
Multiplicity: 1
SMILES: CN1C[C@H]1C=O

Bonds (Å) are listed after each position.
Positions of all 13 atoms, in Å:
1 H 2.512 -0.646 0.122  C10 1.100
2 O 2.811 1.215 -0.619  C10 1.212
3 C 0.638 0.412 -0.161  H5 1.106, N9 1.395, C10 1.481, C13 1.698
4 H -2.030 0.903 0.035  C12 1.103
5 H 0.344 1.459 -0.361  C3 1.106
6 H -0.109 -0.191 1.917  C13 1.064
7 H 0.082 -1.755 1.214  C13 1.090
8 H -2.423 -0.801 -0.329  C12 1.091
9 N -0.432 -0.474 -0.301  C3 1.395, C12 1.433, C13 1.393
10 C 2.105 0.279 -0.310  H1 1.100, O2 1.212, C3 1.481
11 H -1.797 0.264 -1.627  C12 1.088
12 C -1.749 0.023 -0.567  H4 1.103, H8 1.091, N9 1.433, H11 1.088
13 C 0.048 -0.688 0.989  C3 1.698, H6 1.064, H7 1.090, N9 1.393

These are the Mulliken partial charges, in e, on atoms 1 to 4: number 1, H, carries 0.326; number 2, O, carries -0.479; number 3, C, carries 0.165; number 4, H, carries 0.345

Q is the most stable structure; the next one sits 16.0 kcal/mol above it.

## P
Formula: C4H7NO
Source: OMol25
Level of theory: ωB97M-V/def2-TZVPD

Values from the calculation:
Molar mass (g mol⁻¹): 85.106
Gap between HOMO and LUMO (eV): 7.7
E_LUMO (Eh): -0.017
Multiplicity: 1

Bonds (Å) are listed after each position.
Positions of all 13 atoms, in Å:
1 H 0.669 1.859 -0.135  C10 1.098
2 H 1.938 0.708 -0.146  C10 1.101
3 O -0.160 0.156 -1.871  C6 1.259
4 N -1.486 -0.352 0.610  C12 1.424, C13 1.193
5 H -0.083 -1.848 0.835  C12 1.096
6 C 0.385 -0.397 -0.879  O3 1.259, H9 1.124, C10 1.739, C12 1.620
7 H 1.008 0.796 1.312  C10 1.101
8 H -1.517 1.777 1.023  C13 1.079
9 H 1.284 -1.045 -1.062  C6 1.124
10 C 0.908 0.847 0.217  H1 1.098, H2 1.101, C6 1.739, H7 1.101
11 H -1.139 -2.003 -0.608  C12 1.092
12 C -0.598 -1.305 0.035  N4 1.424, H5 1.096, C6 1.620, H11 1.092
13 C -1.207 0.806 0.669  N4 1.193, H8 1.079

These are the Mulliken partial charges, in e, on atoms 1 to 4: number 1, H, carries 0.320; number 2, H, carries 0.379; number 3, O, carries -0.697; number 4, N, carries -0.269

## Q
Formula: C4H7NO
Source: OMol25
Level of theory: ωB97M-V/def2-TZVPD

Values from the calculation:
Molar mass (g mol⁻¹): 85.106
Gap between HOMO and LUMO (alpha / beta) (eV): 8.1 / 8.0
E_LUMO (alpha / beta) (Eh): 0.024 / 0.034
Multiplicity: 1

Bonds (Å) are listed after each position.
Positions of all 13 atoms, in Å:
1 C -0.255 -1.171 -0.074  N2 1.193, H10 1.026
2 N -0.897 -0.168 -0.153  C1 1.193, C9 1.443
3 H -2.808 -0.044 -1.400  C9 1.129
4 C 2.328 -0.699 0.373  C5 1.469, O11 1.416, H12 1.117
5 C 2.673 0.727 0.307  C4 1.469, H8 1.108, O11 1.450, H13 1.102
6 H -2.797 -0.179 0.432  C9 1.096
7 H -2.424 1.304 -0.392  C9 1.114
8 H 3.642 1.218 0.526  C5 1.108
9 C -2.261 0.203 -0.444  N2 1.443, H3 1.129, H6 1.096, H7 1.114
10 H -0.535 -2.127 0.174  C1 1.026
11 O 2.769 -0.140 -0.852  C4 1.416, C5 1.450
12 H 2.629 -1.624 0.922  C4 1.117
13 H 1.975 1.577 0.249  C5 1.102

These are the Mulliken partial charges, in e, on atoms 1 to 4: number 1, C, carries -0.160; number 2, N, carries -0.206; number 3, H, carries 0.255; number 4, C, carries -0.289

P is the most stable structure; the next one sits 39.2 kcal/mol above it.